C15H16Cl3N4O4Pt | the ωB97M-V functional and the def2-TZVPD basis

```
43
Properties=species:S:1:pos:R:3:forces:R:3:mulliken_spin:R:1
Pt -0.132689 0.805045 -1.431922 0.661 -0.171 0.162 1.483
Cl 2.678755 6.995067 0.750453 0.021 0.091 0.023 0.128
C 2.286563 5.384426 0.532193 -0.032 -0.033 -0.019 0.259
C 1.215137 5.055239 -0.344413 0.034 0.171 -0.003 0.033
C 0.918598 3.751025 -0.521118 0.024 -0.277 0.007 0.079
Cl -0.381599 3.277108 -1.580360 -0.176 0.239 -0.012 0.151
C 1.627481 2.682855 0.126963 0.022 0.052 0.017 0.160
O 1.340080 1.461370 -0.041406 -0.129 -0.061 -0.153 0.290
C 2.705444 3.074524 1.010777 -0.065 -0.125 -0.051 0.142
Cl 3.582680 1.837793 1.784828 -0.020 -0.008 0.011 0.030
C 3.014470 4.386511 1.206268 0.036 0.086 0.032 -0.052
H 0.668233 5.841873 -0.848729 0.026 0.009 0.024 0.001
H 3.818440 4.664424 1.874610 0.011 0.033 -0.031 0.000
C -2.275487 -1.937710 -5.762286 0.019 0.026 -0.048 0.000
N -2.261209 -1.117641 -4.550094 -0.224 -0.062 -0.051 0.011
C -1.180545 -0.774922 -3.880727 0.384 0.093 -0.130 -0.004
N 0.020675 -1.156647 -4.324634 0.006 0.065 0.153 0.005
O -1.333128 -0.079873 -2.804999 -0.350 -0.085 0.027 0.082
H -3.305223 -2.188552 -5.992938 -0.018 0.000 0.017 0.000
H -1.728338 -2.866962 -5.607905 -0.024 -0.026 0.061 0.000
H -1.857172 -1.400599 -6.613041 0.016 0.065 0.009 0.001
H -3.129314 -0.740465 -4.201548 0.018 -0.050 -0.007 -0.001
H 0.128143 -1.655236 -5.192356 -0.006 0.006 -0.032 -0.001
H 0.858398 -0.872878 -3.846922 -0.033 -0.023 -0.012 0.011
O 2.821485 -2.214669 4.958637 -0.026 -0.003 0.003 0.114
C 1.682466 -2.855615 4.610845 0.173 0.026 -0.050 0.063
N 0.999226 -2.116639 3.643096 0.038 0.275 -0.010 0.546
C -0.236839 -2.580578 3.084909 -0.070 -0.180 -0.119 -0.030
O -0.634607 -3.643817 3.457436 -0.057 -0.003 0.060 0.134
C -0.961525 -1.716746 2.108740 0.083 0.019 0.063 -0.016
C -2.347725 -1.871847 2.060863 -0.031 -0.072 0.048 -0.008
C -3.078258 -1.131993 1.152809 -0.019 0.016 0.014 0.010
C -2.401114 -0.289954 0.290235 0.113 -0.024 0.093 -0.003
N -1.062885 -0.172692 0.312393 -0.293 -0.030 -0.062 0.195
C -0.346273 -0.857540 1.211911 -0.015 0.115 -0.013 -0.005
H 3.275242 -2.645390 5.700085 0.009 -0.007 -0.002 -0.001
H 0.984183 -3.065127 5.463642 -0.026 -0.097 -0.023 0.113
H 1.838664 -3.893316 4.203265 -0.083 -0.028 0.095 0.120
H 1.380018 -1.194514 3.429093 -0.024 -0.013 -0.014 -0.041
H -2.833242 -2.567064 2.734759 -0.001 0.016 0.000 0.000
H -4.155182 -1.211702 1.103443 0.008 0.022 -0.006 0.000
H -2.929034 0.308149 -0.439829 0.020 -0.029 -0.055 0.008
H 0.727008 -0.704722 1.172971 -0.001 -0.017 -0.016 -0.007
```
Forces are in eV/Å.

Properties
HOMO energy (alpha / beta) ... -17.09 / -18.05 eV
Energy ... -2599.9789 Eh
Total charge ... +3
2S+1 ... 5

***

C2H4O2P | the ωB97M-V functional and the def2-TZVPD basis

```
9
Properties=species:S:1:pos:R:3:forces:R:3:nbo_charge:R:1
C 1.199802 -1.089611 -0.849640 1.358 -2.628 -1.492 -0.473
C -0.066201 -0.864547 -1.059684 -2.251 1.017 0.915 -0.698
O -1.399307 1.473029 -1.178550 -0.256 2.397 -1.256 -1.111
O -2.423312 -0.296730 0.386714 1.202 0.183 -0.514 -1.104
P -1.301864 0.218487 -0.472670 0.286 -3.044 0.962 2.100
H 1.633399 -2.015001 -1.430442 -0.356 1.665 0.816 0.134
H 1.948716 -0.624597 -0.234094 0.022 0.421 0.574 0.154
H -0.109619 1.470181 2.195289 1.592 0.643 1.131 0.029
H 0.518389 1.728789 2.643081 -1.597 -0.653 -1.135 -0.032
```
Forces are in eV/Å.

Properties
HOMO energy ... -3.26 eV
Energy ... -570.4310 Eh
Total charge ... -1
Energy above the lowest of the compared OMol25 structures with the same formula, charge and spin ... 208.44 kJ/mol

***

C3H5O7S | the ωB97M-V functional and the def2-TZVPD basis

```
16
Properties=species:S:1:pos:R:3:forces:R:3:nbo_charge:R:1
C -1.099116 0.470576 1.762060 1.657 -0.674 -3.173 0.476
C -0.685633 0.119699 0.196379 -2.478 1.193 3.746 0.736
C -0.018162 1.087517 2.617127 0.740 -0.346 -2.289 -0.169
O 0.051531 -1.456885 -2.326333 1.145 -0.763 -1.497 -0.956
O 2.059279 -0.162736 -3.166868 0.137 -2.659 2.271 -0.919
O 0.883336 -1.947273 -4.558090 -0.453 0.045 -1.565 -0.970
O -1.181499 0.920649 -0.553120 0.104 0.864 -1.702 -0.669
O -2.226903 0.346358 2.165786 -0.360 -0.111 0.699 -0.598
O -0.110035 -0.963904 0.099802 1.403 -1.868 -0.807 -0.743
O -0.483384 1.050961 3.883343 -0.800 0.360 2.162 -0.734
S 1.355125 -1.756593 -3.225543 -0.495 1.797 3.475 1.708
H -0.006449 2.125216 2.119249 0.616 -0.931 0.843 0.178
H 0.983923 0.517850 2.466081 -1.603 1.135 0.223 0.192
H 0.039589 -1.384066 -1.257436 0.447 0.506 -0.151 0.522
H 1.880586 0.221010 -3.981365 -0.715 1.253 -2.586 0.467
H -1.442187 0.811622 3.758928 0.654 0.199 0.351 0.480
```
Forces are in eV/Å.

Properties
HOMO energy ... -4.96 eV
Energy ... -1042.2445 Eh
Total charge ... -1
Energy above the lowest of the compared OMol25 structures with the same formula, charge and spin ... 3.97 kJ/mol

***

C12H33FO6P | the ωB97M-V functional and the def2-TZVPD basis

```
53
Properties=species:S:1:pos:R:3:forces:R:3:nbo_charge:R:1
C 2.094494 -0.473042 1.816371 -0.927 0.339 0.197 -0.647
C 1.458816 0.578139 0.811209 1.151 -0.089 -0.207 -0.413
C 0.852903 1.857964 1.515581 -1.577 -1.592 -1.125 -0.420
C -0.526997 1.376232 2.168105 1.978 1.426 -0.107 -0.075
O -1.436320 1.262910 1.077208 -0.296 0.247 2.347 -0.537
C -2.726194 0.775077 1.451018 -1.306 -2.422 -1.837 0.342
C -2.877204 -0.351617 2.570304 -0.646 -1.582 1.244 -0.134
O -3.077485 -1.676700 2.012996 -0.188 1.310 -0.838 -0.830
P -2.586786 -1.557066 0.333625 2.189 -0.344 -0.420 1.448
F -1.806623 -1.186081 -1.193446 -0.877 -0.861 0.097 -0.668
O -3.150985 0.106005 0.249652 -0.147 0.268 2.110 -0.795
H 2.947960 -1.044942 1.369200 -0.847 0.831 0.577 0.238
H 1.300408 -1.226778 2.101867 0.846 0.780 -0.123 0.209
H 2.387226 0.104189 2.745678 -0.023 -0.859 -0.839 0.178
H 2.283358 0.912019 0.115490 -0.701 -0.230 0.592 0.177
H 0.706339 0.054797 0.151513 0.521 0.773 0.821 0.249
H 0.544479 2.548790 0.681896 0.550 -0.350 1.153 0.235
H 1.534904 2.343886 2.257352 -0.494 -0.444 -0.669 0.187
H -0.818261 2.181701 2.913316 -0.152 -0.957 -0.557 0.145
H -0.294515 0.410491 2.686464 -0.662 0.738 -0.374 0.178
H -3.537727 1.516609 1.680849 1.285 0.217 -0.226 0.148
H -3.830025 -0.226633 3.167252 0.839 0.678 -0.682 0.167
H -2.086220 -0.469502 3.359045 -0.300 0.605 -0.876 0.171
H -1.296436 -1.263994 0.901891 -0.066 0.754 -0.191 -0.195
H -2.065134 -2.916954 0.232328 -0.315 -0.086 0.210 -0.208
H -3.809799 -2.052830 -0.225899 -0.064 0.736 -0.065 -0.155
C 5.340663 -2.265110 -2.168533 0.044 0.044 -0.141 -0.632
C 5.180233 -1.624983 -0.802927 -0.163 -0.388 -0.030 -0.059
O 3.896904 -1.912744 -0.262484 0.261 0.019 -0.197 -0.709
H 4.569254 -1.904363 -2.851964 0.055 0.050 0.063 0.219
H 6.321862 -2.040541 -2.593922 -0.021 -0.054 -0.013 0.203
H 5.228020 -3.350864 -2.102112 0.099 0.020 0.023 0.195
H 5.272170 -0.540263 -0.876669 -0.138 -0.046 0.103 0.179
H 5.946792 -1.989727 -0.110394 0.158 0.105 -0.072 0.149
H 3.818603 -2.870747 -0.188308 -0.099 0.089 -0.004 0.463
C 1.732034 7.010018 0.533659 0.131 0.077 -0.006 -0.632
C 1.145849 5.789541 -0.150754 -0.277 0.131 0.301 -0.061
O 0.566600 4.909228 0.803082 0.153 0.126 -0.068 -0.707
H 2.490911 6.712463 1.260672 -0.003 -0.027 -0.090 0.211
H 2.186928 7.686980 -0.193641 -0.025 0.029 0.051 0.204
H 0.958192 7.554426 1.082288 -0.008 0.037 -0.100 0.193
H 1.924527 5.237694 -0.679524 -0.112 -0.107 0.085 0.179
H 0.378292 6.081804 -0.875140 0.131 0.061 -0.142 0.155
H -0.128562 5.392981 1.262949 0.002 -0.122 -0.044 0.459
C -4.581446 -3.610711 -3.032606 -0.057 0.075 -0.043 -0.639
C -4.117390 -5.050199 -2.939201 0.190 0.356 0.065 -0.060
O -3.190326 -5.347662 -3.980296 0.024 -0.269 -0.197 -0.736
H -5.052816 -3.421934 -4.000814 -0.046 -0.105 0.038 0.193
H -5.296547 -3.379086 -2.240701 0.098 0.076 0.002 0.217
H -3.733319 -2.926007 -2.948354 -0.064 -0.004 0.206 0.230
H -4.962721 -5.733608 -3.043046 0.143 -0.079 -0.118 0.159
H -3.637211 -5.239990 -1.974212 -0.158 0.036 0.081 0.167
H -2.441673 -4.749269 -3.877913 -0.089 -0.015 0.036 0.466
```
Forces are in eV/Å.

Properties
HOMO energy ... -4.08 eV
Energy ... -1369.6112 Eh
Total charge ... -1
Energy above the lowest of the compared OMol25 structures with the same formula, charge and spin ... 0.00 kJ/mol

***

C35H43ClMnP2Si2 | the ωB97M-V functional and the def2-TZVPD basis

```
84
Properties=species:S:1:pos:R:3:forces:R:3:mulliken_spin:R:1
C 0.893894 1.867245 -0.273855 -0.414 0.989 -0.695 0.107
C 2.057345 1.128712 -0.664190 -0.381 -0.459 -0.672 -0.153
C 1.779915 0.503459 -1.937173 -0.322 1.574 -0.479 0.189
H 3.015692 1.109315 -0.141970 -0.414 -0.073 -0.172 -0.005
C 0.423986 0.878116 -2.313822 0.948 0.591 0.077 -0.020
C -0.115649 1.701740 -1.280707 1.362 0.658 0.070 -0.031
H -1.085101 2.199107 -1.326027 0.304 -0.304 0.150 -0.005
H 0.827710 2.532703 0.589925 -0.092 -0.437 -0.290 -0.001
H 2.514459 -0.010001 -2.552226 -0.329 0.032 0.254 0.024
H -0.091223 0.667583 -3.240523 0.075 -0.055 0.433 -0.017
Mn 0.435293 -0.312596 -0.559433 -0.922 -0.609 2.641 2.887
Si 2.495928 -2.240276 -4.434138 0.350 -1.935 -1.763 -0.022
C 3.531233 -3.778975 -4.022978 0.369 0.346 -0.010 -0.079
C 3.074916 -5.046141 -4.416331 0.150 -0.145 0.076 0.227
H 2.100927 -5.147657 -4.903544 0.313 -0.003 0.154 -0.131
C 3.856628 -6.186591 -4.214654 0.008 0.204 -0.099 0.088
H 3.443733 -7.164823 -4.464860 0.183 0.233 -0.020 0.001
C 5.151042 -6.066741 -3.703431 -0.247 0.286 0.036 0.000
H 5.777959 -6.952384 -3.581149 -0.184 0.289 0.029 -0.001
C 5.630136 -4.799130 -3.360193 0.324 -0.071 -0.067 0.024
H 6.644123 -4.689286 -2.961343 -0.355 -0.066 -0.157 0.005
C 4.833535 -3.666255 -3.528011 -0.186 -0.302 0.063 -0.011
H 5.212832 -2.676937 -3.264810 0.027 -0.291 0.050 -0.002
C 2.309883 -2.745960 -6.271150 -0.070 0.618 -0.421 0.023
C 3.390581 -2.744703 -7.174106 -0.292 -0.375 -0.085 -0.003
H 4.317111 -2.234016 -6.897782 -0.147 -0.294 -0.117 0.000
C 3.298305 -3.423218 -8.398879 -0.024 0.233 0.137 0.000
H 4.169158 -3.481029 -9.053334 -0.215 0.105 0.146 0.000
C 2.099503 -4.029943 -8.795908 0.003 0.105 0.373 0.001
H 2.023561 -4.559884 -9.747550 0.094 0.206 0.263 0.000
C 0.995082 -3.954370 -7.947836 -0.006 0.053 0.213 0.007
H 0.030373 -4.390756 -8.232268 0.432 0.139 0.054 0.004
C 1.113161 -3.328791 -6.698823 -0.167 -0.121 -0.154 0.019
H 0.245292 -3.296336 -6.034518 0.336 -0.166 -0.420 -0.048
H 3.230911 -0.967253 -4.315449 0.065 0.030 0.224 0.014
Si 0.613572 -4.947693 -2.539009 1.416 0.930 -0.272 0.794
C -0.002071 -3.495581 -3.578085 -1.310 1.004 -0.318 0.383
C 0.758691 -2.183307 -3.715777 0.665 -0.320 0.228 -0.164
H 0.936222 -1.800197 -2.687149 -0.175 -0.089 -0.497 0.200
C 0.146934 -1.137859 -4.563861 -1.380 -0.012 -0.526 0.386
H 0.691398 -0.201251 -4.696213 -0.061 -0.369 -0.278 0.010
C -1.088585 -1.320062 -5.148646 0.522 0.348 0.184 -0.115
H -1.486533 -0.568665 -5.842496 0.154 -0.268 0.377 0.001
C -1.862435 -2.461136 -4.834721 -0.244 0.210 -0.102 0.418
H -2.877014 -2.557656 -5.219253 0.253 0.055 0.080 0.014
C -1.335657 -3.475121 -4.016750 1.296 -0.793 0.787 -0.093
H -1.993166 -4.291836 -3.680900 0.294 0.234 -0.462 0.001
C 2.075463 -4.707431 -1.340180 0.324 -0.182 0.278 0.002
C 2.719993 -3.490877 -1.043922 0.077 0.105 -0.313 -0.020
H 2.303442 -2.546073 -1.415602 0.146 -0.447 0.292 0.045
C 3.937620 -3.439116 -0.367380 -0.026 -0.198 -0.063 -0.005
H 4.433317 -2.474267 -0.225633 -0.165 -0.305 -0.009 0.001
C 4.552610 -4.614404 0.064329 -0.144 0.092 -0.213 0.024
H 5.544548 -4.578922 0.516539 -0.305 -0.052 0.000 0.000
C 3.916353 -5.833238 -0.168450 -0.138 -0.176 0.053 0.005
H 4.401452 -6.765162 0.142880 -0.242 0.348 -0.082 0.001
C 2.690866 -5.881495 -0.843323 0.078 0.429 -0.175 -0.043
H 2.225660 -6.849555 -1.050833 0.205 0.222 0.071 0.000
H -0.476025 -5.540615 -1.878246 -1.315 -0.713 0.771 0.058
Cl -0.348864 -2.486502 -0.826368 -0.430 -0.819 0.374 0.127
C 2.352759 -1.763390 2.013001 0.306 -0.182 0.590 -0.013
P 0.856828 -0.806731 1.700412 -0.546 -0.230 -1.006 -0.080
C 0.939319 0.577419 2.888788 0.376 -0.036 0.365 -0.006
C -0.524677 -1.869006 2.346207 0.529 -0.170 0.459 -0.005
C -1.886249 -1.520135 1.737781 -0.487 0.114 -0.117 0.014
P -1.769371 -0.180435 0.462765 0.851 -0.478 -0.248 -0.051
C -3.139589 -0.530289 -0.670824 -0.656 0.195 0.140 0.011
C -2.284980 1.298720 1.397926 -0.560 0.126 -0.002 0.006
H 2.243624 -2.769474 1.590603 0.001 0.287 0.031 0.007
H 2.523893 -1.836085 3.094294 0.104 -0.136 -0.136 -0.001
H 3.222765 -1.283273 1.545408 -0.290 -0.090 0.123 -0.001
H 1.432038 1.447934 2.440610 -0.112 -0.237 0.139 -0.001
H -0.048941 0.873379 3.263308 0.266 -0.149 -0.180 0.001
H 1.546097 0.220113 3.731191 -0.193 0.274 0.018 -0.001
H -0.255582 -2.911436 2.121263 -0.050 0.356 -0.004 -0.002
H -0.541571 -1.767806 3.440898 -0.014 -0.072 -0.179 -0.001
H -2.316333 -2.390708 1.228997 0.170 0.172 0.138 0.003
H -2.603691 -1.206439 2.506108 0.128 -0.080 -0.057 0.002
H -4.088473 -0.258411 -0.192121 -0.009 -0.119 -0.190 -0.001
H -3.026289 0.048771 -1.594774 0.022 -0.098 0.200 -0.003
H -3.148889 -1.594728 -0.924883 0.131 0.228 0.043 0.000
H -3.070951 0.986476 2.098193 0.045 0.346 -0.110 -0.002
H -1.469805 1.770485 1.958586 -0.137 -0.204 -0.260 0.001
H -2.693505 2.030745 0.690720 0.048 -0.035 0.233 0.000
```
Forces are in eV/Å.

Properties
HOMO energy (alpha / beta) ... -5.56 / -7.13 eV
Energy ... -4232.2438 Eh
2S+1 ... 6

***

C4HN2P | the ωB97M-V functional and the def2-TZVPD basis

```
8
Properties=species:S:1:pos:R:3:forces:R:3:nbo_charge:R:1
N -0.136962 -0.465794 -2.850607 -0.016 0.082 -1.940 -0.215
C 0.099975 -0.607500 -1.745998 -0.704 0.188 -1.487 0.189
C 0.154605 -0.682145 -0.410933 2.239 -2.585 5.170 -0.467
P 0.348902 -1.904758 0.847883 -0.545 4.321 -2.486 0.640
C 0.445738 0.364187 0.596178 0.967 -1.934 2.015 -0.371
C -0.758707 0.952890 1.107520 0.541 1.182 0.225 0.207
N -1.651748 1.601329 1.446073 0.069 -0.494 -0.019 -0.275
H 1.498198 0.741791 1.009884 -2.550 -0.761 -1.479 0.292
```
Forces are in eV/Å.

Properties
HOMO energy (alpha / beta) ... -10.01 / -10.01 eV
SMILES string ... N#CC1=P[C@@H]1C#N
Energy ... -603.7424 Eh
Energy above the lowest of the compared OMol25 structures with the same formula, charge and spin ... 113.22 kJ/mol

***

The M results, record by record, are as follows: 617.75, 91.03, 185.13, 323.36, 672.24, 108.04 g/mol.